i.
A cluster of 2 separate species, H6N2 in total. Source: OMol25; level of theory: ωB97M-V/def2-TZVPD.

For the lowest unoccupied orbital energy, the calculation gives 1.20 eV. As for the spin multiplicity: 1. Its SMILES is N.N. The value obtained for the gap between HOMO and LUMO is 11.11 eV.

Last column: natural (NBO) charge in e.
Positions of all 8 atoms, in Å:
N 1.637 -0.093 0.088  -1.05
H 2.678 -0.108 0.318  0.34
H 1.576 -0.740 -0.699  0.36
H 1.573 0.849 -0.328  0.35
N -1.667 -0.095 -0.043  -1.06
H -1.883 0.860 -0.228  0.35
H -2.562 -0.661 -0.024  0.36
H -1.353 -0.012 0.916  0.36

***

ii.
A cluster of 2 separate species, H6N2 in total. Source: OMol25; level of theory: ωB97M-V/def2-TZVPD.

For the lowest unoccupied orbital energy, the calculation gives 1.25 eV. As for the spin multiplicity: 1. Its SMILES is N.N. The value obtained for the gap between HOMO and LUMO is 11.42 eV.

Last column: natural (NBO) charge in e.
Positions of all 8 atoms, in Å:
N 3.550 -1.721 -1.787  -1.07
H 3.015 -0.876 -2.012  0.36
H 4.229 -1.460 -1.065  0.36
H 2.895 -2.381 -1.356  0.36
N -3.454 1.325 1.580  -1.07
H -4.004 1.835 2.279  0.36
H -3.754 1.663 0.660  0.36
H -2.478 1.615 1.700  0.36

***

iii.
A cluster of 2 separate species, H6N2 in total. Source: OMol25; level of theory: ωB97M-V/def2-TZVPD.

For the lowest unoccupied orbital energy, the calculation gives 1.04 eV. As for the spin multiplicity: 1. Its SMILES is N.N. The value obtained for the gap between HOMO and LUMO is 10.78 eV.

Last column: natural (NBO) charge in e.
Positions of all 8 atoms, in Å:
N -0.972 1.064 1.449  -1.08
H -0.690 0.378 0.742  0.37
H -1.237 0.537 2.287  0.35
H -0.135 1.605 1.690  0.36
N 0.728 -0.689 -1.346  -1.08
H 1.044 -1.569 -0.927  0.36
H 1.414 -0.439 -2.066  0.36
H -0.153 -0.888 -1.829  0.36

***

iv.
A structure of composition H6N2. Source: OMol25; level of theory: ωB97M-V/def2-TZVPD.

For the lowest unoccupied orbital energy, the calculation gives 1.20 eV. As for the spin multiplicity: 1. The value obtained for the gap between HOMO and LUMO is 10.24 eV.

Last column: natural (NBO) charge in e.
Positions of all 8 atoms, in Å:
N 1.092 -4.864 1.790  -0.97
H 0.391 -5.603 1.676  0.35
H 1.966 -5.322 2.069  0.27
H 1.252 -4.458 0.863  0.34
N 2.177 -5.301 3.748  -0.97
H 2.425 -5.419 2.760  0.27
H 2.057 -6.241 4.139  0.35
H 2.991 -4.886 4.212  0.35

***

Energy comparison, zero being the most stable, in kcal/mol: i 5.2; ii 2.0; iii 0.0; iv 71.3.